No. 1
This record from the Open Molecules 2025 dataset describes a molecular structure, C3H11AlO7P. The level of theory is wB97M-V/def2-TZVPD.

The strongest force on any atom is 10.60 eV Å⁻¹. For the HOMO-LUMO gap, the calculation gives 4.780 eV. For the total energy, the calculation gives -1231.384693 Eh. As for the charge: -1.

The geometry in XYZ format:
```
23
C3H11AlO7P wB97M-V/def2-TZVPD
Al 0.160 -0.551 -0.285
C -0.714 0.606 2.274
O 0.153 0.727 1.206
H -0.208 0.120 3.109
H -0.994 1.583 2.668
H -1.676 0.164 2.015
P 0.203 -0.362 -2.875
O -0.489 -1.466 -2.029
O 1.509 -0.978 -3.421
O 0.408 0.796 -1.882
O -0.794 -0.051 -3.994
C -2.250 1.240 -0.199
O -1.104 0.748 -0.926
H -2.169 2.313 -0.023
H -3.128 1.154 -0.840
H -2.400 0.708 0.740
H -1.206 1.085 -1.818
C 2.448 -1.647 1.125
O 1.880 -0.403 0.698
H 1.737 -2.431 0.867
H 3.329 -1.884 0.529
H 2.741 -1.713 2.173
H 2.565 0.243 0.888
```

---

No. 2
This record from the Open Molecules 2025 dataset describes a gas-phase ion, C3H11BNO2 (charge +1). The level of theory is wB97M-V/def2-TZVPD.

The strongest force on any atom is 3.90 eV Å⁻¹. The relative energy (zero: lowest compared OMol25 entry of this formula, charge and spin) is 57.5 kJ/mol. The SMILES is C[NH2+][C@H](C)B(O)O. For the HOMO-LUMO gap, the calculation gives 12.416 eV. For the total energy, the calculation gives -350.840014 Eh. As for the charge: +1.

The geometry in XYZ format:
```
18
C3H11BNO2 wB97M-V/def2-TZVPD
B -1.422 0.293 0.023
C -0.119 -1.940 -0.230
C 1.668 1.283 0.422
C -0.034 -0.475 0.158
N 1.088 0.229 -0.371
O -2.539 -0.236 0.516
O -1.208 1.472 -0.583
H -0.250 -2.138 -1.242
H -0.793 -2.451 0.437
H 0.774 -2.480 0.086
H 0.972 2.124 0.484
H 2.083 0.887 1.356
H 2.567 1.719 -0.086
H 0.129 -0.489 1.244
H 0.710 0.754 -1.202
H 1.839 -0.437 -0.699
H -3.510 -0.142 0.411
H -1.957 2.026 -0.723
```

---

No. 3
This record from the Open Molecules 2025 dataset describes a molecular structure, C3H11BaFP. The level of theory is wB97M-V/def2-TZVPD.

The strongest force on any atom is 2.86 eV Å⁻¹. For the HOMO-LUMO gap, the calculation gives 4.174 eV. For the total energy, the calculation gives -587.116507 Eh. As for the charge: +1.

The geometry in XYZ format:
```
17
C3H11BaFP wB97M-V/def2-TZVPD
C 1.174 0.676 0.413
P 0.579 -1.017 -0.488
C -1.207 -0.674 0.139
C -1.793 0.634 -0.275
F -1.265 -0.790 1.524
H 2.202 0.567 0.763
H 1.066 1.495 -0.314
H 0.492 0.891 1.238
H 0.905 -1.708 0.760
H 0.205 -2.274 -1.107
H 0.296 -0.266 -1.710
H 1.977 -1.164 -0.929
H -1.821 -1.441 -0.304
H -2.840 0.675 -0.037
H -1.330 1.478 0.218
H -1.690 0.711 -1.343
Ba 3.051 2.205 1.452
```

---

No. 4
This record from the Open Molecules 2025 dataset describes 3 unconnected molecules or ions with the total composition C3H11BrN3. The level of theory is wB97M-V/def2-TZVPD.

The strongest force on any atom is 5.24 eV Å⁻¹. The expectation value of S² is 2.007. For the HOMO-LUMO gap (spin up / spin down), the calculation gives 5.845 / 7.345 eV. Its spin multiplicity is 3. For the total energy, the calculation gives -2858.678403 Eh. As for the charge: +1.

The geometry in XYZ format:
```
18
C3H11BrN3 wB97M-V/def2-TZVPD
C -0.167 2.317 -0.216
C 0.876 1.521 -0.702
C 0.738 -0.408 0.661
N -0.545 -1.746 2.121
N -0.360 -0.908 1.021
N 0.768 1.076 -2.006
Br -2.065 -2.904 -1.056
H -1.158 1.798 -0.237
H -0.114 2.761 0.917
H -0.024 3.210 -0.866
H 1.996 1.578 -0.439
H 1.663 -0.651 1.255
H 0.368 -2.213 2.402
H -1.236 -2.415 1.819
H -1.314 -0.621 0.830
H -0.877 -3.772 -0.806
H 1.609 0.542 -2.387
H -0.160 0.834 -2.310
```

---

No. 5
This record from the Open Molecules 2025 dataset describes 2 unconnected molecules or ions with the total composition C3H11N2. The level of theory is wB97M-V/def2-TZVPD.

The strongest force on any atom is 2.27 eV Å⁻¹. The expectation value of S² is 0.751. The relative energy (zero: lowest compared OMol25 entry of this formula, charge and spin) is 250.9 kJ/mol. For the HOMO-LUMO gap (spin up / spin down), the calculation gives 4.759 / 9.313 eV. Its spin multiplicity is 2. For the total energy, the calculation gives -230.237448 Eh.

The geometry in XYZ format:
```
16
C3H11N2 wB97M-V/def2-TZVPD
C -2.247 -0.350 -1.256
N -1.305 0.200 -0.219
H -3.216 0.122 -1.102
H -1.890 -0.184 -2.268
H -2.379 -1.419 -1.087
H -0.538 -0.577 -0.085
H -1.823 0.127 0.672
H -1.262 1.243 -0.427
C 1.971 0.611 1.748
C 2.028 0.451 0.429
N 1.366 -0.606 -0.215
H 1.451 -0.019 2.456
H 2.401 1.473 2.245
H 2.681 1.048 -0.191
H 0.994 -1.304 0.411
H 1.767 -0.816 -1.111
```

---

No. 6
This record from the Open Molecules 2025 dataset describes 2 unconnected molecules or ions with the total composition C3H11N2. The level of theory is wB97M-V/def2-TZVPD.

The strongest force on any atom is 1.22 eV Å⁻¹. The relative energy (zero: lowest compared OMol25 entry of this formula, charge and spin) is 194.4 kJ/mol. For the HOMO-LUMO gap, the calculation gives 9.045 eV. For the total energy, the calculation gives -230.108344 Eh. As for the charge: +1.

The geometry in XYZ format:
```
16
C3H11N2 wB97M-V/def2-TZVPD
C -1.114 0.011 -0.913
C 0.135 0.588 -0.249
C 1.630 2.317 -0.680
N 0.431 1.931 -0.804
H -0.996 -1.084 -0.984
H -2.082 0.231 -0.456
H -1.239 0.305 -1.954
H 1.007 -0.034 -0.488
H 0.100 0.655 0.847
H 2.430 1.794 -0.153
H 1.857 3.256 -1.173
N -0.428 -1.994 1.419
H 0.123 -1.627 2.192
H -0.542 -1.242 0.709
H 0.034 -2.783 0.965
H -1.345 -2.325 1.723
```

---

No. 7
This record from the Open Molecules 2025 dataset describes 2 unconnected molecules or ions with the total composition C3H11N2. The level of theory is wB97M-V/def2-TZVPD.

The strongest force on any atom is 3.79 eV Å⁻¹. The relative energy (zero: lowest compared OMol25 entry of this formula, charge and spin) is 211.9 kJ/mol. For the HOMO-LUMO gap, the calculation gives 9.472 eV. For the total energy, the calculation gives -230.101680 Eh. As for the charge: +1.

The geometry in XYZ format:
```
16
C3H11N2 wB97M-V/def2-TZVPD
C 1.312 1.890 -0.746
N 0.822 0.543 -1.263
H 0.609 2.718 -0.870
H 2.275 2.227 -1.111
H 1.357 1.686 0.304
H -0.171 0.505 -0.924
H 0.694 0.710 -2.268
H 1.290 -0.338 -1.074
C -0.143 -1.985 0.918
C -1.154 -1.183 0.540
N -1.100 0.269 0.767
H 0.913 -1.744 0.943
H -0.405 -2.874 1.483
H -2.145 -1.576 0.265
H -2.062 0.583 0.861
H -0.723 0.400 1.700
```

---

No. 8
This record from the Open Molecules 2025 dataset describes a molecular structure, C3H11N2. The level of theory is wB97M-V/def2-TZVPD.

The strongest force on any atom is 2.52 eV Å⁻¹. The relative energy (zero: lowest compared OMol25 entry of this formula, charge and spin) is 65.5 kJ/mol. For the HOMO-LUMO gap, the calculation gives 11.723 eV. For the total energy, the calculation gives -230.157423 Eh. As for the charge: +1.

The geometry in XYZ format:
```
16
C3H11N2 wB97M-V/def2-TZVPD
C -0.139 -1.035 1.010
C 0.507 -0.944 -0.388
C 1.015 0.463 -0.589
N -0.069 1.493 -0.672
N -1.268 -0.099 0.795
H -0.566 -2.032 1.107
H 0.595 -0.701 1.744
H -0.147 -1.407 -1.138
H 1.430 -1.528 -0.431
H 1.597 0.514 -1.529
H 1.742 0.628 0.215
H -0.357 1.696 -1.621
H -0.790 0.959 0.073
H 0.201 2.331 -0.164
H -1.853 -0.381 0.015
H -1.900 0.044 1.573
```

---

No. 9
This record from the Open Molecules 2025 dataset describes 2 unconnected molecules or ions with the total composition C3H11N2O. The level of theory is wB97M-V/def2-TZVPD.

The strongest force on any atom is 0.79 eV Å⁻¹. The relative energy (zero: lowest compared OMol25 entry of this formula, charge and spin) is 21.4 kJ/mol. For the HOMO-LUMO gap, the calculation gives 7.344 eV. For the total energy, the calculation gives -305.639151 Eh. As for the charge: -1.

The geometry in XYZ format:
```
17
C3H11N2O wB97M-V/def2-TZVPD
C 0.715 2.095 0.273
O -0.384 1.339 0.028
C 0.804 2.565 1.751
H 0.746 3.009 -0.348
H 1.701 1.596 0.063
H 1.710 3.170 1.902
H 0.837 1.725 2.445
H -0.085 3.166 1.947
N 0.040 -2.948 -1.435
C -0.542 -1.628 -1.107
N -0.683 -1.362 0.301
H 0.920 -2.996 -0.935
H -0.522 -3.689 -1.024
H 0.145 -0.892 -1.520
H -1.484 -1.545 -1.660
H -1.610 -1.567 0.638
H -0.469 -0.333 0.473
```

---

No. 10
This record from the Open Molecules 2025 dataset describes 2 unconnected molecules or ions with the total composition C3H11N2O. The level of theory is wB97M-V/def2-TZVPD.

The strongest force on any atom is 2.15 eV Å⁻¹. The expectation value of S² is 0.755. The relative energy (zero: lowest compared OMol25 entry of this formula, charge and spin) is 204.9 kJ/mol. For the HOMO-LUMO gap (spin up / spin down), the calculation gives 4.068 / 7.316 eV. Its spin multiplicity is 2. For the total energy, the calculation gives -305.493767 Eh.

The geometry in XYZ format:
```
17
C3H11N2O wB97M-V/def2-TZVPD
C -0.689 2.371 1.129
C 0.190 1.212 0.759
C -0.558 0.113 0.275
N 0.327 -0.803 -0.592
N 1.518 1.499 0.447
H -0.076 3.260 1.302
H -1.342 2.651 0.295
H -1.322 2.161 2.014
H -1.218 -0.450 0.942
H 0.974 -1.538 -0.238
H -0.163 -1.205 -1.372
H 1.028 -0.103 -0.873
H 2.297 0.962 0.788
H 1.742 2.480 0.448
H -1.739 -3.769 -1.679
H -0.399 -4.025 -0.954
O -0.832 -3.466 -1.611
```

---

No. 11
This record from the Open Molecules 2025 dataset describes 2 unconnected molecules or ions with the total composition C3H11N2O. The level of theory is wB97M-V/def2-TZVPD.

The strongest force on any atom is 3.55 eV Å⁻¹. The relative energy (zero: lowest compared OMol25 entry of this formula, charge and spin) is 401.8 kJ/mol. For the HOMO-LUMO gap, the calculation gives 9.668 eV. For the total energy, the calculation gives -305.299695 Eh. As for the charge: +1.

The geometry in XYZ format:
```
17
C3H11N2O wB97M-V/def2-TZVPD
C 1.015 0.604 1.686
C -2.412 0.172 0.090
C -0.267 0.864 0.980
N 1.587 -0.987 -2.099
N -1.001 -0.021 0.416
O 0.604 -0.319 -1.376
H 1.285 -0.425 1.936
H 1.842 1.104 1.150
H 0.938 1.091 2.629
H -2.521 0.781 -0.737
H -2.782 -0.769 -0.181
H -2.957 0.511 1.054
H -0.683 1.845 1.074
H 2.156 -1.522 -1.352
H 1.372 -1.595 -2.899
H 2.372 -0.429 -2.508
H -0.548 -0.906 0.137
```

---

No. 12
This record from the Open Molecules 2025 dataset describes 2 unconnected molecules or ions with the total composition C3H11N2O. The level of theory is wB97M-V/def2-TZVPD.

The strongest force on any atom is 4.73 eV Å⁻¹. The relative energy (zero: lowest compared OMol25 entry of this formula, charge and spin) is 240.9 kJ/mol. For the HOMO-LUMO gap, the calculation gives 10.636 eV. For the total energy, the calculation gives -305.360992 Eh. As for the charge: +1.

The geometry in XYZ format:
```
17
C3H11N2O wB97M-V/def2-TZVPD
C -2.178 -0.660 0.328
C -0.681 -1.291 0.671
N 2.216 -0.024 -1.165
C 1.316 -0.296 -0.208
N 0.252 -1.068 -0.397
H -2.417 -1.205 -0.579
H -2.152 0.364 -0.029
H -2.955 -0.999 0.977
H -0.867 -2.326 1.171
H -0.412 -0.644 1.485
H 2.128 -0.378 -2.197
H 3.088 0.419 -0.984
H 1.071 0.571 0.574
H 0.018 -1.421 -1.330
H 1.036 3.040 0.021
H 0.138 3.390 0.998
O 0.399 2.528 0.665
```

---

No. 13
This record from the Open Molecules 2025 dataset describes 2 unconnected molecules or ions with the total composition C3H11N2O2. The level of theory is wB97M-V/def2-TZVPD.

The strongest force on any atom is 4.30 eV Å⁻¹. The relative energy (zero: lowest compared OMol25 entry of this formula, charge and spin) is 124.1 kJ/mol. For the HOMO-LUMO gap, the calculation gives 11.521 eV. For the total energy, the calculation gives -380.666621 Eh. As for the charge: +1.

The geometry in XYZ format:
```
18
C3H11N2O2 wB97M-V/def2-TZVPD
C 0.510 1.381 -0.463
C 1.037 0.083 0.033
C 0.573 -1.235 -0.754
N 1.606 -2.078 -0.830
O -0.540 -1.483 -1.186
N -1.085 1.002 -0.679
H 0.897 1.709 -1.450
H 0.227 2.202 0.168
H 2.124 0.068 -0.164
H 1.007 -0.011 1.119
H 2.504 -1.877 -0.422
H 1.671 -2.880 -1.456
H -1.179 0.156 -1.273
H -1.554 1.829 -1.030
H -1.507 0.851 0.220
H -2.325 -0.611 2.403
H -2.001 0.611 3.336
O -1.963 0.282 2.427
```

---

No. 14
This record from the Open Molecules 2025 dataset describes 2 unconnected molecules or ions with the total composition C3H11N2O2. The level of theory is wB97M-V/def2-TZVPD.

The strongest force on any atom is 0.34 eV Å⁻¹. The relative energy (zero: lowest compared OMol25 entry of this formula, charge and spin) is 122.7 kJ/mol. For the HOMO-LUMO gap, the calculation gives 10.415 eV. For the total energy, the calculation gives -380.667121 Eh. As for the charge: +1.

The geometry in XYZ format:
```
18
C3H11N2O2 wB97M-V/def2-TZVPD
O 1.975 0.817 -1.136
C 1.976 -0.107 -1.915
O 3.101 -0.652 -2.316
H 1.069 -0.532 -2.359
H 2.934 -1.368 -2.946
C -0.778 -0.635 1.158
N -1.899 -1.552 1.070
C -1.178 0.661 0.456
N -0.057 1.669 0.512
H 0.123 -1.052 0.703
H -0.529 -0.401 2.199
H -1.630 -2.447 0.687
H -2.312 -1.724 1.974
H -2.045 1.087 0.948
H -1.405 0.502 -0.591
H -0.357 2.569 0.140
H 0.255 1.823 1.471
H 0.759 1.342 -0.054
```

---

No. 15
This record from the Open Molecules 2025 dataset describes 2 unconnected molecules or ions with the total composition C3H11N2O2. The level of theory is wB97M-V/def2-TZVPD.

The strongest force on any atom is 2.16 eV Å⁻¹. The relative energy (zero: lowest compared OMol25 entry of this formula, charge and spin) is 139.9 kJ/mol. For the HOMO-LUMO gap, the calculation gives 10.446 eV. For the total energy, the calculation gives -380.660603 Eh. As for the charge: +1.

The geometry in XYZ format:
```
18
C3H11N2O2 wB97M-V/def2-TZVPD
N -0.673 1.889 -0.266
C -1.198 0.529 0.231
C -0.214 -0.455 -0.472
N -0.294 -1.779 -0.188
C -0.549 -2.390 1.092
O 0.446 -0.070 -1.409
H -1.123 2.035 -1.166
H 0.338 1.692 -0.289
H -0.863 2.694 0.331
H -1.216 0.518 1.312
H -2.121 0.263 -0.296
H 0.202 -2.445 -0.766
H -0.926 -3.401 0.975
H -1.318 -1.876 1.686
H 0.294 -2.451 1.818
H 2.838 1.930 0.036
H 2.442 1.353 1.394
O 2.101 1.625 0.555
```